{"formula": "C3H12NO2S", "method": "ωB97M-V/def2-TZVPD", "homo_energy_ev": -3.12, "lumo_energy_ev": 3.8, "charge": -1, "energy_ha": -724.94259, "species": ["C", "N", "C", "C", "S", "H", "H", "H", "H", "H", "H", "H", "H", "H", "H", "O", "H", "H", "O"], "coordinates": [[1.956, -0.627, 0.278], [0.906, -1.361, 0.955], [0.136, -0.480, 1.879], [-0.864, 0.467, 1.282], [-2.447, -0.348, 0.709], [2.647, -1.342, -0.219], [2.667, -0.204, 0.986], [1.733, 0.200, -0.375], [0.209, -1.671, 0.280], [-0.373, -1.168, 2.540], [0.905, 0.044, 2.471], [-0.494, 0.760, 0.298], [-1.042, 1.277, 1.977], [-0.007, -0.644, -2.341], [-0.210, 0.601, -3.126], [0.468, -0.063, -2.974], [-2.584, 1.982, -1.418], [-1.892, 0.833, -1.451], [-1.716, 1.744, -1.752]], "forces_ev_per_angstrom": [[1.72, -0.94, 0.13], [-0.71, 0.98, 0.01], [0.92, -0.98, 0.43], [-0.59, -0.84, -1.45], [0.36, 0.06, 0.16], [-0.70, 0.27, -0.35], [-0.24, 0.14, 0.68], [-0.62, 0.18, -0.59], [0.12, -0.18, -0.05], [-0.27, -0.07, 0.44], [-0.22, 0.06, -0.05], [0.44, 0.96, 0.51], [-0.13, 0.41, -0.11], [0.59, 0.33, -0.41], [-0.06, 0.46, -0.05], [-0.58, -0.75, 0.54], [-0.33, 1.17, 0.04], [0.85, -0.75, 0.31], [-0.56, -0.52, -0.20]], "lowdin_charge": [-0.189, -0.126, -0.365, -0.692, 0.147, 0.074, 0.059, 0.055, 0.062, 0.075, 0.097, 0.003, 0.039, 0.038, 0.002, -0.084, 0.014, -0.071, -0.138]}